[1]
Entry from the OMol25 dataset: one molecule with the formula C16H22N2 (the ωB97M-V functional and the def2-TZVPD basis).

Last column: Mulliken charge in e.
Atoms and positions in Å:
H 0.3863 -2.9139 -1.1054  0.48
C 3.1052 2.5480 2.4212  -0.83
C -0.2205 -0.9588 -0.5715  0.29
H -3.7785 -3.4974 -0.9980  0.34
C 1.0886 0.7453 -1.7990  -1.06
C 0.9164 2.9409 0.6726  -0.21
H -4.3805 -1.7297 0.5877  0.34
H -2.0231 -1.1800 1.3986  0.34
C 1.8538 1.9442 0.3995  1.45
H -0.0280 -0.7613 -2.5867  0.32
C -2.9877 -2.9470 -0.4808  -0.71
H -1.9343 -2.2346 -2.2248  0.35
H 3.5829 -0.5362 -0.8994  0.47
C -0.4884 -2.4701 -0.6258  -1.31
H -3.9267 -1.0795 -0.9839  0.29
C 2.1588 3.5191 2.6662  -0.46
C 2.0074 0.9785 -0.6430  0.34
H 0.3599 4.4865 2.0275  0.38
N 3.7086 0.7445 0.7981  0.01
C 2.9451 1.7645 1.2857  -0.66
H 0.3134 1.5284 -1.8037  0.36
H -1.1584 0.8828 -0.0280  0.09
N 0.5439 -0.6063 -1.7615  -0.35
H 4.5502 0.3911 1.2199  0.17
C 3.1425 0.2774 -0.3569  -0.60
H 0.0802 3.1084 0.0092  0.39
H -3.0702 0.1810 1.0193  0.34
H 2.2510 4.1459 3.5409  0.38
H -1.5887 -3.8990 -1.7804  0.36
C -1.7512 -2.8963 -1.3770  -0.71
C -1.4825 -0.0950 -0.3902  -0.33
H 0.4462 -0.7724 0.2795  0.28
H -2.7410 -3.5065 0.4252  0.31
H -1.9559 0.0598 -1.3644  0.28
H 3.9431 2.3993 3.0869  0.38
C 1.0784 3.7122 1.8008  -0.89
C -3.5376 -1.5780 -0.0920  -0.63
H -0.5373 -2.8667 0.3894  0.46
H 1.6499 0.8278 -2.7370  0.46
C -2.5212 -0.6569 0.5811  -0.91

Cartesian forces (eV/Å) of the 2 atoms listed first:
H 0.025 0.005 0.113
C 0.057 0.036 0.109

Its LUMO energy is 0.93 eV. The HOMO energy is -7.773 eV. The calculation puts the energy above the lowest of the compared OMol25 structures with the same formula, charge and spin at 64.9 kJ/mol.

[2]
Entry from the OMol25 dataset: C26H29O2PtTe as an isolated structure in a non-equilibrium geometry (the ωB97M-V functional and the def2-TZVPD basis).

Last column: Mulliken spin population.
Atoms and positions in Å:
C 3.6480 -0.9898 -3.8533  -0.03
H 0.0101 3.7857 4.0590  0.00
C 3.8998 0.5601 -0.4248  0.01
C -0.1469 -3.8170 -0.0673  0.17
H -5.4001 -1.0804 -0.2855  0.00
H -3.8919 1.5330 2.3390  0.00
H 1.3834 0.3667 -2.4956  0.04
H 1.5205 4.1147 1.9221  0.00
H -1.9574 3.3515 -1.0421  0.01
C -2.9921 1.8469 1.8261  0.04
H -1.7396 1.2922 3.4530  0.00
Te 1.9497 -0.3135 0.0344  0.32
C -0.6410 -5.0863 -0.0058  -0.01
H 7.0402 -0.6227 -3.6338  0.00
C -1.8956 2.8306 -0.0943  0.08
O -0.4765 -1.5259 -0.1696  0.30
C 3.3085 -0.5217 -2.5982  0.20
C 1.9033 -0.5145 -2.1049  0.04
C -0.6531 2.7336 0.5537  0.05
C 0.4443 2.7854 4.1031  0.00
H -0.2208 2.1443 4.6787  0.00
H 0.1989 3.2272 0.1095  0.00
C -3.3894 -1.7573 -0.1311  0.01
H 0.0388 -5.9261 0.0494  0.01
H 0.9160 -3.6140 -0.0547  0.01
O -2.9942 -0.5981 -0.0649  0.05
H 5.2630 -1.4234 -5.1900  0.00
C 5.6817 -0.1195 -2.0697  -0.04
H -5.0888 -2.6293 -1.0962  0.00
C 0.7205 2.2473 2.6893  0.02
C -1.7660 1.7016 2.4522  0.11
C -4.4062 2.5901 -0.1259  0.01
H 3.7320 1.6377 -0.5511  0.05
C 4.3363 -0.0337 -1.7026  0.25
C -4.8595 -2.0194 -0.2198  0.00
C -2.0291 -5.2941 -0.0163  0.26
C 1.8239 3.0713 2.0271  0.00
H -3.9746 -4.3935 -0.1031  0.01
H 1.0867 1.2192 2.8080  0.01
H -5.2310 2.5981 0.5832  0.00
Pt -0.9760 0.5386 0.3189  1.09
H 4.6323 0.4360 0.3709  0.01
C -3.0957 2.4222 0.5455  0.16
H -5.2124 -2.5656 0.6584  0.00
H -4.4357 3.4964 -0.7311  0.01
H 1.3829 2.8489 4.6498  0.00
H 2.7134 3.0570 2.6542  0.00
H 1.3450 -1.3927 -2.4215  0.01
H -2.4203 -6.3024 0.0168  0.00
C -1.0267 -2.6770 -0.1025  0.10
C -2.9110 -4.1988 -0.0740  0.06
C 6.0048 -0.5911 -3.3183  0.20
H 2.8826 -1.3428 -4.5315  0.00
H -4.5735 1.7553 -0.8165  0.02
C 4.9853 -1.0323 -4.2191  0.23
H 2.1024 2.6851 1.0425  0.00
C -2.4550 -2.9006 -0.1013  0.10
C -0.5520 2.1854 1.8694  0.01
H 6.4580 0.2214 -1.3977  0.00

Cartesian forces (eV/Å) of the 2 atoms listed first:
C -0.036 -0.041 0.086
H 0.013 0.005 0.019

Its LUMO energy (alpha / beta) is -8.54 / -12.15 eV. The HOMO energy (alpha / beta) is -16.775 / -17.346 eV. As for the spin multiplicity: 5. The charge is +3. Its expectation value of S² is 6.067.

[3]
Entry from the OMol25 dataset: a 10-piece molecular cluster, C15H50O10 overall in a non-equilibrium geometry (the ωB97M-V functional and the def2-TZVPD basis).

Last column: Mulliken charge in e.
Atoms and positions in Å:
H 1.0494 -10.7183 20.2224  0.14
H -0.7966 -12.6989 17.9029  -0.19
H 2.9153 -14.5947 16.4368  0.35
C -3.6852 -11.7965 17.9687  0.92
C -1.1950 -7.4228 18.3023  -0.73
H 3.5507 -9.0430 20.9793  0.29
C -0.8948 -13.4206 23.0047  -0.46
C -2.2074 -16.2339 16.8745  -0.55
H 0.1853 -10.4040 17.4033  0.01
H -1.4846 -6.6532 19.0179  0.39
H 1.6242 -9.3674 19.3673  0.16
H -0.1059 -7.3796 18.3079  0.21
H -3.2211 -11.2118 20.0334  0.22
O -1.6599 -8.6733 18.8326  -0.35
C 5.6124 -10.3518 15.8315  -1.15
H -1.5279 -17.0789 16.7637  0.24
C -0.1041 -12.4694 17.0931  0.25
H -5.4660 -11.3806 17.4954  0.36
C 4.3287 -14.5951 15.1952  -0.72
O 0.7282 -10.9459 15.4757  -0.62
O 1.2549 -15.4486 16.3457  -0.51
H -1.5534 -7.1997 17.2974  0.24
C 2.7666 -9.7743 21.1758  -0.51
O 3.5988 -11.2910 16.4710  -0.27
H 0.8892 -12.6617 17.4986  0.28
H 3.7716 -12.2352 16.4519  0.25
C -1.9047 -15.5342 18.1838  -0.59
H -2.6364 -14.7688 18.4422  0.20
H 5.7951 -11.1402 15.1013  0.24
H -0.3260 -13.1799 16.2969  -0.15
O -4.9015 -12.1486 17.3810  -0.56
O -1.0805 -14.8173 22.8164  -0.51
H 2.6303 -10.7058 19.1711  0.10
H 2.5836 -16.8502 17.3401  0.33
H -0.7626 -13.0162 20.8690  0.05
H 5.1462 -13.9535 14.8663  0.28
H -4.6090 -12.2063 19.9033  0.33
H -1.0677 -10.8958 16.1737  0.23
H -3.1616 -11.0345 17.3913  0.03
O -1.9713 -15.3320 15.8197  -0.49
C 1.9795 -10.2419 19.9123  -0.31
C -0.0767 -11.0795 16.5889  -0.13
C 1.7885 -16.7695 16.5988  -0.85
H 1.6012 -10.8014 15.8480  0.32
H 0.6906 -13.6849 21.5586  0.32
H -4.6917 -10.4915 19.2990  0.47
O -0.5200 -12.4347 13.2723  -0.66
H -2.6885 -14.6973 15.7533  0.31
H 6.5980 -10.0630 16.1964  0.41
C 4.7731 -10.7223 17.0222  -0.24
H 1.9954 -17.2946 15.6663  0.36
H -3.0004 -12.6403 18.0535  -0.53
O 3.7082 -14.0701 16.3039  -0.57
H 0.3450 -15.4919 16.0426  0.15
C -4.0877 -11.3935 19.3976  -1.22
H -3.2440 -16.5698 16.8500  0.40
H 1.8552 -9.5630 22.8992  0.30
H -2.3465 -8.5239 19.4867  0.26
H 3.1689 -10.6042 21.7567  0.38
C -0.1209 -12.9827 21.7495  -0.44
H -1.8482 -12.9292 23.1986  0.30
H -0.3113 -13.3632 13.3743  0.29
H 4.5950 -9.8328 17.6264  0.29
H 5.1588 -9.4897 15.3425  0.27
H -1.4294 -15.1330 23.6532  0.28
H -0.4222 -13.3251 23.9823  0.34
H 4.6795 -15.6033 15.4156  0.29
H 1.0393 -17.4430 17.0149  0.33
H -0.1004 -12.0108 14.0210  0.37
H 3.6247 -14.6728 14.3667  0.28
H -0.8960 -15.1312 18.2747  0.11
O 1.7809 -9.0974 22.0630  -0.54
H 5.4007 -11.3425 17.6621  0.35
H 0.2616 -11.9756 21.9153  0.12
H -2.0086 -16.3394 18.9112  0.45

Cartesian forces (eV/Å) of the 2 atoms listed first:
H 0.442 -0.677 -0.215
H -0.181 0.478 0.038

Its LUMO energy is 0.57 eV. The HOMO energy is -9.834 eV. The calculation puts the energy above the lowest of the compared OMol25 structures with the same formula, charge and spin at 477.0 kJ/mol.

[4]
Entry from the OMol25 dataset: a 2-piece molecular cluster, C8H21N4O5P2 overall in a non-equilibrium geometry (the ωB97M-V functional and the def2-TZVPD basis).

Last column: Mulliken charge in e.
Atoms and positions in Å:
H -4.7100 -1.5773 -1.7011  0.34
N -1.7355 -2.1156 -1.1185  -0.17
C 4.5835 1.1188 2.9877  -1.25
O 3.0075 2.4378 1.7245  -0.58
C -2.8567 -0.4018 -3.6982  -0.97
C -0.7573 -2.5186 -0.2919  0.57
H -0.9291 -4.5575 -1.8065  0.36
N -0.1948 -1.4727 0.3153  -0.55
H -0.3258 1.1666 1.2860  0.22
H -3.0103 -1.4900 -3.7906  0.35
P -2.9716 0.1597 -1.9320  0.08
H 1.1906 1.6000 3.4773  0.26
C 2.1201 1.0256 3.4653  -1.14
N -1.7883 -0.7640 -0.9881  0.22
C -4.6097 -0.5374 -1.3500  -1.04
H -1.5308 1.6230 0.0722  0.38
C -0.6135 1.0331 0.2361  -0.43
N -0.4678 -3.8088 -0.1578  -0.08
O -1.2218 -4.7036 -0.8866  -0.42
C 3.2816 1.9020 3.0228  0.29
H 1.9760 0.1938 2.7675  0.23
O 1.7368 0.5461 -0.9746  -0.67
O -0.0187 1.6819 -2.3718  -0.44
O 1.3354 2.9954 -0.4758  -0.46
H 0.2720 -4.1175 0.4608  0.25
H -3.6828 0.1040 -4.2246  0.37
H 2.2898 0.6174 4.4623  0.44
H 4.8276 0.7142 3.9710  0.40
H -2.3736 -2.6167 -1.7181  0.34
H 0.7039 1.7686 -3.0207  0.34
H 2.9205 1.6876 1.1193  0.39
H 4.5178 0.2905 2.2762  0.31
P 0.7190 1.6043 -0.9256  0.90
H 3.3816 2.7493 3.7019  0.29
H -1.9184 -0.0769 -4.1642  0.29
H -5.4254 0.0986 -1.7132  0.38
H -4.5529 -0.5300 -0.2510  0.34
C -0.8562 -0.4022 -0.1196  0.18
H 2.2821 2.8152 -0.3254  0.39
H 5.4049 1.7570 2.6595  0.33

Cartesian forces (eV/Å) of the 2 atoms listed first:
H -0.398 0.337 0.164
N 0.501 -0.323 0.330

Its LUMO energy is -2.91 eV. The HOMO energy is -12.534 eV. The charge is +1.

[5]
Entry from the OMol25 dataset: C44H96F2N5O4S2Sr as an isolated structure in a non-equilibrium geometry (the ωB97M-V functional and the def2-TZVPD basis).

Last column: Mulliken charge in e.
Atoms and positions in Å:
S -1.0222 -3.2508 -2.2794  0.40
N 1.9960 4.8814 -0.4074  0.61
H -5.5675 1.0524 5.9129  0.57
C 6.4771 -2.3686 3.0583  -0.84
H 2.5213 -3.8440 2.5994  0.80
H 2.7187 0.0066 -7.0971  0.32
H -11.1129 -0.1407 5.6596  0.33
H 1.2490 -3.2175 1.6451  0.41
H -0.8844 3.0094 -2.7119  0.46
C -4.2576 -0.9644 3.5288  -0.79
C 2.9325 -3.7814 0.4071  -0.41
H 4.7233 6.2701 0.3240  0.36
H -7.7626 0.5864 5.6504  0.30
H -10.0932 0.9699 3.7361  0.36
H 1.1217 6.9614 -1.8735  0.49
C 3.2569 0.0541 -6.1458  -1.00
H 6.7663 -2.7914 2.0872  0.31
H -3.0898 0.2257 2.0216  0.22
C 0.7574 -3.5886 -6.1347  0.30
H 5.1115 -6.0739 -4.6713  0.41
H 7.0126 -0.4202 2.2967  0.29
H 1.0360 -4.4893 -0.4259  0.06
O -1.9433 -3.0807 -3.3510  -0.55
C 2.3402 -3.2201 1.7260  -1.28
H 1.6944 3.8959 1.5496  0.34
H -8.4172 -0.6450 4.7060  0.38
H -1.9421 2.6027 -1.4920  0.49
H 4.3552 3.8571 1.7932  0.47
H 4.7809 -1.7958 4.0940  0.34
H 1.2208 0.7031 -5.6104  0.41
H 1.8326 -5.6740 0.6279  0.47
H -0.6164 -5.9427 -6.3433  0.31
O -3.2610 -1.8694 -1.1429  -0.48
H 2.2312 -3.6463 -3.8297  0.05
H 0.2866 -3.3748 -5.1685  -0.41
H 3.4585 4.7305 -1.9746  0.48
H -1.8107 -4.6780 -6.0866  0.23
H 6.9450 -0.4027 4.0033  0.31
H -7.6883 0.4460 2.7526  0.55
H -3.6156 -0.6390 4.3493  0.39
N 2.7640 -1.8116 2.0280  1.17
H 2.2135 0.9304 2.2567  0.31
H 4.8180 -5.0030 -3.2958  0.33
H 2.4272 -5.3423 -1.0174  0.40
H 4.6381 -3.4346 3.3037  0.33
H -4.4265 -0.6881 1.4790  0.09
C 0.6691 6.9934 -0.8807  -0.37
H -9.9579 0.5357 6.8090  0.36
H -9.4430 2.1960 4.7482  0.31
H 3.4310 -4.6506 -5.9710  0.27
C 1.4474 0.2155 1.9617  0.15
H -4.2078 1.3297 4.9437  0.40
H 4.8361 -3.6830 -5.4958  0.37
H 3.5449 -5.9792 -3.9387  0.30
H -0.0740 9.0776 -1.0707  0.42
H 0.7291 0.9723 -1.5217  0.16
F -3.1691 -3.2836 0.6961  -0.48
C -10.5206 0.7433 5.8962  -1.30
F -0.1758 -4.5406 -2.8170  -0.38
O 0.0692 -2.3094 -2.2045  -0.39
H -7.4734 2.1380 3.4941  0.46
C -5.2789 1.5437 4.9811  -0.95
C 1.1317 4.0715 -1.3762  -1.22
H 1.9612 6.5840 0.8513  0.57
H 6.9265 -3.0853 3.7476  0.46
C -8.2603 0.4373 4.6790  -0.49
H 1.0510 4.7255 -2.2455  0.60
C 4.4040 -5.3703 -4.2415  -1.40
C -1.1357 -5.1086 -6.8297  -1.20
H 2.8100 -0.4031 0.3594  0.16
C 2.1427 -1.4540 3.3858  -0.87
C 1.8100 -1.0793 -4.5024  -0.05
H 4.4574 -1.2244 -4.8463  0.41
C 3.7789 4.5849 1.2224  -0.95
C 1.2650 6.0782 0.1794  -0.85
C 3.3189 5.2788 -1.0465  -0.43
H -0.8385 4.4572 -0.6979  0.45
H 4.3904 -1.7785 -6.5476  0.46
H 5.2840 4.7499 -0.3179  0.31
H 0.5145 5.6545 0.8464  0.53
C 2.4350 4.0253 0.7680  -0.35
C 0.9208 -0.5779 3.1256  -0.70
H 4.6148 -1.8997 1.0419  0.55
H 1.8277 3.3133 -1.7431  0.56
H 3.9132 -4.1718 0.6754  0.39
C 2.1106 0.2806 -5.1538  -0.46
H 4.4591 -0.6155 2.2008  0.49
H 3.6235 5.3619 1.9790  0.38
H -0.3153 6.5713 -1.1272  0.26
H -11.2092 1.5315 6.1950  0.37
H -4.8866 3.1740 7.1258  0.36
Sr -1.9411 -6.0435 0.0116  2.00
O -1.4211 -1.7130 0.5474  -0.16
H -0.0794 3.1488 0.2086  0.29
C -4.0914 -0.0755 2.3228  0.11
C -0.1942 3.5828 -0.7874  -0.42
C 4.2662 -1.6819 2.0510  -1.40
H -6.6090 3.2231 5.3029  0.27
C 1.8195 -2.5510 -6.4899  -1.04
H 2.7076 3.0637 0.3185  0.10
H 1.3230 -4.4978 -5.8820  0.22
H -6.4326 -1.2127 3.4259  0.48
H 3.9922 0.8337 -6.3352  0.53
N -5.8866 0.8214 3.8087  0.72
C 7.2462 -1.0395 3.1695  -1.18
H 8.3028 -1.2834 3.1864  0.39
C -5.5573 3.0322 5.0795  -0.30
H -4.6884 2.0720 2.6042  0.30
H 0.6434 0.6691 1.3781  -0.08
H 1.2622 -1.3302 0.5268  -0.21
C 0.4158 8.3978 -0.3743  -1.59
H 2.0379 -2.2929 4.0754  0.45
C 3.8601 -1.2511 -5.7598  -0.60
H -5.7932 1.1515 1.6866  0.36
C -4.7571 3.7158 6.1891  -1.43
H 0.4107 -4.1589 -8.1194  0.44
H -0.8635 -3.1231 -7.4543  0.33
C -9.6328 1.1168 4.7173  -0.47
H -0.1813 8.4738 0.5364  0.34
C 3.0546 -3.2249 -4.4024  -0.85
C 2.0100 -4.8938 -0.1164  -1.07
C -5.1148 1.0712 2.5333  -1.06
H 0.7107 0.0749 3.9710  0.54
N 2.6642 -2.0775 -5.2994  0.78
H 2.5225 -2.8568 -7.2596  0.52
C -7.3801 1.0630 3.5990  -1.08
C -0.2122 -3.9755 -7.2414  -0.59
C 4.9649 -2.4002 3.2012  -0.16
C 4.3939 5.2797 0.0249  -0.73
C -5.6783 -0.6954 4.0154  -0.87
C 3.9630 -4.2160 -5.1205  -0.34
H 3.0576 -2.9685 -0.3067  0.39
H 1.2810 -1.6473 -6.7771  0.46
H -3.7092 3.8166 5.9025  0.34
H -0.7482 0.6073 -0.8058  -0.25
H 2.4715 0.9245 -4.3462  0.16
H 3.7087 -2.7611 -3.6533  0.80
S -2.2205 -2.4578 -0.3853  0.89
H -5.8302 -0.9012 5.0709  0.41
H 1.3621 8.8983 -0.1452  0.38
H 0.0386 -1.1860 2.9286  0.07
H 0.7523 -1.3193 -4.5413  -0.01
H 2.8877 -0.8979 3.9605  0.36
H -1.6765 -5.6153 -7.6252  0.40
C -0.8737 2.5593 -1.7142  -1.47
H -4.1795 -2.0199 3.2785  0.46
C -0.3450 1.1180 -1.6865  -0.05
N -1.4630 -3.9037 -0.9770  0.05
H -0.6093 0.5732 -2.5905  0.41
H -5.1006 4.7340 6.3618  0.41
H 3.1519 6.3126 -1.3559  0.27
H 2.1392 -1.1369 -3.4670  0.14
H -5.3375 3.4885 4.1096  0.35
C 2.0792 -0.8287 1.0410  -0.23

Cartesian forces (eV/Å) of the 2 atoms listed first:
S 5.249 -0.597 -8.848
N -0.074 -0.799 1.164

Its LUMO energy is -13.11 eV. The HOMO energy is -19.065 eV. The charge is +5.

[6]
Entry from the OMol25 dataset: one molecule with the formula C4H4N2O2 in a non-equilibrium geometry (the ωB97M-V functional and the def2-TZVPD basis).

Last column: Mulliken charge in e.
Atoms and positions in Å:
C 1.4273 -0.0321 -0.4918  0.00
H -1.2579 -2.2439 0.4047  0.29
N 0.6592 1.0179 -0.6257  -0.15
C -0.4004 1.1098 0.3028  0.39
C -1.1275 -1.1164 0.0892  -0.06
H -0.3852 -0.1865 1.9963  0.51
H 2.3042 -0.3402 -1.1947  0.32
N 1.1065 -0.7437 0.7000  -0.63
H 0.9590 1.7999 -1.4337  0.33
O -1.6284 -0.7895 -1.0621  -0.49
C -0.2819 -0.2594 0.9769  0.00
O -1.3749 1.7840 0.3382  -0.52

Cartesian forces (eV/Å) of the 2 atoms listed first:
C 1.229 -4.525 5.019
H 0.325 2.065 -0.357

Its LUMO energy is 0.00 eV. The HOMO energy is -9.288 eV. The calculation puts the energy above the lowest of the compared OMol25 structures with the same formula, charge and spin at 325.1 kJ/mol.